--- one ---
Entry from the Open Molecules 2025 dataset: a cluster of 2 separate species, C10H16 in total (wB97M-V/def2-TZVPD).

Last column: natural (NBO) charge in e.
Cartesian coordinates (Å):
C1 1.78 2.86 0.87  -0.594
C2 0.58 2.03 0.36  -0.418
C3 0.97 0.57 0.22  -0.008
C4 0.41 -0.36 1.08  -0.220
C5 0.90 -1.66 1.19  -0.204
C6 2.02 -1.99 0.44  -0.225
C7 2.51 -1.10 -0.49  -0.206
C8 1.99 0.17 -0.66  -0.216
H1 1.44 3.86 1.11  0.208
H2 2.55 2.96 0.11  0.203
H3 2.28 2.35 1.71  0.209
H4 -0.27 2.16 1.01  0.208
H5 0.36 2.44 -0.63  0.206
H6 -0.48 -0.04 1.62  0.209
H7 0.33 -2.42 1.71  0.214
H8 2.47 -2.96 0.57  0.213
H9 3.33 -1.41 -1.13  0.209
H10 2.26 0.79 -1.50  0.212
C9 -3.49 -1.67 -1.24  -0.604
C10 -2.86 -0.41 -0.63  -0.609
H11 -4.54 -1.51 -1.50  0.200
H12 -2.98 -1.91 -2.16  0.202
H13 -3.43 -2.52 -0.57  0.201
H14 -3.22 0.47 -1.17  0.200
H15 -1.78 -0.43 -0.75  0.212
H16 -3.15 -0.27 0.41  0.199

Values from the calculation:
**SMILES**: CCc1ccccc1.CC
**HOMO level**: -0.3293 Eh
**Molar mass**: 136.238 g/mol



--- two ---
Entry from the Open Molecules 2025 dataset: a cluster of 2 separate species, C10H16 in total (wB97M-V/def2-TZVPD).

Last column: natural (NBO) charge in e.
Cartesian coordinates (Å):
C1 1.25 2.60 0.63  -0.642
C2 0.33 1.56 1.17  -0.028
C3 0.48 0.20 0.86  -0.206
C4 -0.16 -0.75 1.64  -0.209
C5 -1.23 -0.38 2.42  -0.231
C6 -1.48 0.96 2.72  -0.203
C7 -0.57 1.91 2.18  -0.208
H1 0.94 3.04 -0.34  0.223
H2 2.33 2.47 0.61  0.224
H3 1.21 3.49 1.32  0.213
H4 1.28 -0.10 0.17  0.212
H5 0.17 -1.79 1.56  0.216
H6 -1.90 -1.05 2.97  0.215
H7 -2.32 1.33 3.28  0.215
H8 -0.55 2.89 2.65  0.207
C8 1.13 -2.20 -2.24  -0.613
C9 0.66 -1.56 -3.56  -0.401
C10 -0.89 -1.61 -3.67  -0.602
H9 1.81 -1.48 -1.76  0.202
H10 0.29 -2.34 -1.54  0.202
H11 1.64 -3.14 -2.42  0.205
H12 1.16 -2.15 -4.34  0.205
H13 0.86 -0.46 -3.50  0.196
H14 -1.16 -0.89 -4.45  0.203
H15 -1.35 -1.37 -2.73  0.204
H16 -1.19 -2.61 -4.03  0.200

Values from the calculation:
**SMILES**: Cc1ccccc1.CCC
**HOMO level**: -0.3333 Eh
**Molar mass**: 136.238 g/mol



Verdict on stability: two comes out at the bottom.



--- one ---
Entry from the Open Molecules 2025 dataset: a cluster of 2 separate species, C10H16 in total (wB97M-V/def2-TZVPD).

Last column: natural (NBO) charge in e.
Cartesian coordinates (Å):
C1 0.82 -0.02 -2.65  -0.635
C2 0.12 0.98 -1.76  -0.012
C3 -1.08 0.68 -1.12  -0.227
C4 -1.57 1.75 -0.25  -0.184
C5 -0.87 2.95 -0.08  -0.240
C6 0.26 3.18 -0.72  -0.203
C7 0.86 2.20 -1.53  -0.208
H1 1.62 -0.50 -2.20  0.221
H2 1.02 0.31 -3.68  0.223
H3 0.10 -0.90 -2.82  0.202
H4 -1.59 -0.22 -1.34  0.216
H5 -2.56 1.63 0.20  0.210
H6 -1.37 3.69 0.70  0.218
H7 0.83 4.07 -0.64  0.210
H8 1.82 2.27 -1.94  0.209
C8 1.26 -2.64 1.31  -0.617
C9 0.11 -1.64 1.44  -0.427
C10 -0.87 -1.66 2.58  -0.614
H9 1.23 -3.38 0.49  0.212
H10 2.29 -2.00 1.20  0.209
H11 1.21 -3.36 2.17  0.207
H12 -0.57 -1.80 0.61  0.201
H13 0.56 -0.59 1.34  0.210
H14 -0.84 -0.93 3.40  0.210
H15 -0.85 -2.54 3.19  0.206
H16 -1.91 -1.51 2.10  0.204

Values from the calculation:
**SMILES**: Cc1ccccc1.CCC
**HOMO level**: -0.3279 Eh
**Molar mass**: 136.238 g/mol



--- two ---
Entry from the Open Molecules 2025 dataset: a cluster of 2 separate species, C10H16 in total (wB97M-V/def2-TZVPD).

Last column: natural (NBO) charge in e.
Cartesian coordinates (Å):
C1 0.15 -0.01 3.35  -0.625
C2 0.48 0.22 1.95  -0.419
C3 -0.64 0.04 0.95  -0.007
C4 -1.64 0.95 0.91  -0.232
C5 -2.74 0.73 0.01  -0.189
C6 -2.72 -0.18 -0.93  -0.228
C7 -1.59 -1.15 -0.87  -0.181
C8 -0.53 -1.01 0.01  -0.248
H1 -0.04 1.00 3.87  0.212
H2 1.01 -0.30 3.93  0.222
H3 -0.80 -0.71 3.36  0.218
H4 0.86 1.37 1.79  0.203
H5 1.33 -0.35 1.54  0.207
H6 -1.90 1.61 1.67  0.210
H7 -3.66 1.29 0.33  0.207
H8 -3.47 -0.50 -1.61  0.214
H9 -1.90 -2.09 -1.41  0.212
H10 0.25 -1.85 0.17  0.223
C9 2.36 0.90 -2.24  -0.607
C10 2.01 -0.60 -2.66  -0.638
H11 3.27 0.92 -1.67  0.200
H12 2.39 1.55 -3.05  0.201
H13 1.47 1.10 -1.66  0.207
H14 2.96 -1.12 -2.45  0.215
H15 1.38 -0.68 -3.49  0.218
H16 1.70 -1.15 -1.81  0.205

Values from the calculation:
**SMILES**: CCc1ccccc1.CC
**HOMO level**: -0.3301 Eh
**Molar mass**: 136.238 g/mol



Verdict on stability: two comes out at the bottom.



--- one ---
Entry from the Open Molecules 2025 dataset: a cluster of 2 separate species, C10H16 in total (wB97M-V/def2-TZVPD).

Last column: natural (NBO) charge in e.
Cartesian coordinates (Å):
C1 -0.90 -3.62 1.63  -0.624
C2 -1.04 -2.12 1.45  -0.437
C3 0.17 -1.34 1.00  0.003
C4 1.31 -1.97 0.52  -0.236
C5 2.32 -1.27 -0.15  -0.195
C6 2.17 0.10 -0.29  -0.233
C7 1.14 0.76 0.36  -0.193
C8 0.13 0.06 1.00  -0.223
H1 -1.62 -3.92 2.42  0.216
H2 0.09 -3.88 2.00  0.214
H3 -1.27 -4.25 0.83  0.217
H4 -1.80 -1.94 0.67  0.216
H5 -1.61 -1.58 2.21  0.218
H6 1.29 -3.05 0.39  0.209
H7 3.10 -1.81 -0.68  0.213
H8 2.88 0.63 -0.92  0.210
H9 1.08 1.84 0.25  0.213
H10 -0.78 0.59 1.26  0.209
C9 -0.12 3.60 -1.68  -0.618
C10 -1.58 3.16 -1.75  -0.611
H11 0.56 2.74 -1.79  0.205
H12 0.15 4.07 -2.64  0.205
H13 0.13 4.21 -0.82  0.207
H14 -1.81 2.75 -2.74  0.207
H15 -2.23 3.95 -1.39  0.206
H16 -1.76 2.28 -1.12  0.200

Values from the calculation:
**SMILES**: CCc1ccccc1.CC
**HOMO level**: -0.3258 Eh
**Molar mass**: 136.238 g/mol



--- two ---
Entry from the Open Molecules 2025 dataset: a cluster of 2 separate species, C10H16 in total (wB97M-V/def2-TZVPD).

Last column: natural (NBO) charge in e.
Cartesian coordinates (Å):
C1 0.69 3.07 -0.09  -0.614
C2 -0.27 2.11 -0.75  -0.423
C3 -0.57 0.85 0.05  0.003
C4 0.16 0.43 1.16  -0.227
C5 -0.12 -0.73 1.86  -0.214
C6 -1.17 -1.52 1.43  -0.228
C7 -1.96 -1.15 0.35  -0.201
C8 -1.63 0.03 -0.33  -0.216
H1 1.66 2.61 0.03  0.207
H2 0.31 3.51 0.83  0.213
H3 0.91 3.90 -0.74  0.215
H4 -1.25 2.55 -0.95  0.213
H5 0.10 1.76 -1.72  0.214
H6 0.98 1.09 1.44  0.212
H7 0.51 -1.08 2.66  0.218
H8 -1.45 -2.44 1.92  0.212
H9 -2.69 -1.79 -0.12  0.214
H10 -2.20 0.29 -1.22  0.203
C9 1.41 -2.20 -1.07  -0.614
C10 2.19 -1.01 -1.62  -0.606
H11 0.74 -2.00 -0.24  0.217
H12 0.70 -2.53 -1.83  0.199
H13 2.09 -2.99 -0.75  0.199
H14 2.59 -0.42 -0.79  0.201
H15 1.51 -0.32 -2.13  0.196
H16 2.95 -1.34 -2.32  0.205

Values from the calculation:
**SMILES**: CCc1ccccc1.CC
**HOMO level**: -0.3321 Eh
**Molar mass**: 136.238 g/mol



Verdict on stability: one comes out at the bottom.



--- one ---
Entry from the Open Molecules 2025 dataset: a cluster of 2 separate species, C10H16 in total (wB97M-V/def2-TZVPD).

Last column: natural (NBO) charge in e.
Cartesian coordinates (Å):
C1 1.33 1.51 2.55  -0.642
C2 1.21 0.29 1.64  0.025
C3 2.10 0.09 0.51  -0.234
C4 1.69 -0.88 -0.37  -0.193
C5 0.61 -1.75 -0.20  -0.237
C6 -0.15 -1.60 1.00  -0.189
C7 0.09 -0.57 1.94  -0.258
H1 1.30 2.50 2.16  0.224
H2 2.28 1.41 3.18  0.216
H3 0.45 1.41 3.21  0.208
H4 3.03 0.72 0.53  0.229
H5 2.31 -1.03 -1.28  0.211
H6 0.37 -2.60 -0.78  0.224
H7 -0.90 -2.28 1.26  0.204
H8 -0.48 -0.39 2.84  0.219
C8 -1.82 -0.77 -2.24  -0.599
C9 -1.84 0.65 -1.87  -0.402
C10 -0.75 0.96 -0.91  -0.613
H9 -1.97 -1.32 -1.25  0.198
H10 -0.85 -1.01 -2.59  0.196
H11 -2.45 -1.12 -3.06  0.208
H12 -1.69 1.31 -2.80  0.192
H13 -2.74 0.90 -1.34  0.194
H14 -0.67 0.52 0.05  0.222
H15 0.24 0.96 -1.42  0.199
H16 -0.70 2.09 -0.78  0.199

Values from the calculation:
**SMILES**: Cc1ccccc1.CCC
**HOMO level**: -0.3256 Eh
**Molar mass**: 136.238 g/mol



--- two ---
Entry from the Open Molecules 2025 dataset: a cluster of 2 separate species, C10H16 in total (wB97M-V/def2-TZVPD).

Last column: natural (NBO) charge in e.
Cartesian coordinates (Å):
C1 -2.21 1.49 0.22  -0.617
C2 -0.83 1.31 -0.50  -0.419
C3 0.31 0.83 0.38  -0.014
C4 0.58 1.37 1.66  -0.233
C5 1.73 0.96 2.32  -0.193
C6 2.69 0.17 1.63  -0.218
C7 2.27 -0.58 0.56  -0.213
C8 1.01 -0.27 -0.03  -0.217
H1 -2.87 0.81 -0.32  0.210
H2 -2.66 2.46 0.00  0.207
H3 -2.13 1.42 1.31  0.215
H4 -1.00 0.56 -1.27  0.208
H5 -0.50 2.25 -0.96  0.215
H6 -0.07 2.14 2.06  0.215
H7 1.86 1.20 3.36  0.212
H8 3.68 0.28 2.05  0.214
H9 2.72 -1.53 0.31  0.217
H10 0.76 -0.92 -0.87  0.209
C9 -1.89 -2.99 -2.19  -0.619
C10 -1.85 -1.53 -2.65  -0.621
H11 -2.21 -2.95 -1.13  0.207
H12 -2.71 -3.55 -2.69  0.209
H13 -0.91 -3.44 -2.25  0.210
H14 -0.82 -1.15 -2.53  0.197
H15 -2.02 -1.40 -3.72  0.213
H16 -2.25 -0.78 -1.95  0.206

Values from the calculation:
**SMILES**: CCc1ccccc1.CC
**HOMO level**: -0.3250 Eh
**Molar mass**: 136.238 g/mol



--- three ---
Entry from the Open Molecules 2025 dataset: a cluster of 2 separate species, C10H16 in total (wB97M-V/def2-TZVPD).

Last column: natural (NBO) charge in e.
Cartesian coordinates (Å):
C1 1.46 -1.20 -1.33  -0.629
C2 1.36 -1.64 0.10  -0.045
C3 1.69 -2.92 0.51  -0.207
C4 1.74 -3.41 1.80  -0.196
C5 1.37 -2.41 2.83  -0.206
C6 1.20 -1.08 2.44  -0.224
C7 1.12 -0.72 1.08  -0.193
H1 0.56 -0.72 -1.73  0.227
H2 1.95 -1.97 -1.90  0.218
H3 2.23 -0.41 -1.42  0.218
H4 2.06 -3.54 -0.27  0.199
H5 2.14 -4.28 2.09  0.206
H6 1.27 -2.69 3.86  0.208
H7 0.93 -0.34 3.25  0.212
H8 0.97 0.44 1.01  0.213
C8 -2.53 1.60 -0.39  -0.624
C9 -1.94 2.11 -1.71  -0.380
C10 -1.67 3.60 -1.36  -0.627
H9 -2.01 2.21 0.41  0.201
H10 -3.66 1.51 -0.32  0.215
H11 -2.12 0.62 -0.25  0.206
H12 -2.42 1.91 -2.68  0.214
H13 -0.85 1.48 -1.81  0.169
H14 -2.58 4.26 -1.38  0.216
H15 -1.24 3.99 -2.30  0.203
H16 -1.01 3.59 -0.53  0.208

Values from the calculation:
**SMILES**: Cc1ccccc1.CCC
**HOMO level**: -0.3299 Eh
**Molar mass**: 136.238 g/mol



Verdict on stability: three comes out at the bottom.